Entry from the Open Molecules 2025 dataset: a structure of composition C44H39BrN10O6S2V at a distorted geometry (ωB97M-V with the def2-TZVPD basis set).

Last column: Löwdin spin population.
Element x y z (Å)
Br  3.186  3.220  6.005  0.00
V  -0.543  -0.140  -0.056  2.71
S  3.295  0.249  -3.285  0.00
S  2.670  -5.341  -0.514  0.00
O  -3.113  6.274  -3.910  0.00
O  2.179  0.739  1.475  0.01
O  -3.449  4.997  -5.802  0.00
O  -0.954  3.200  -0.367  0.01
O  -0.538  1.367  -1.544  0.02
O  -0.273  1.608  1.356  0.03
N  1.288  -3.189  -0.237  0.00
N  -4.620  0.841  -0.592  0.00
N  -1.082  -1.472  1.384  -0.01
N  -2.040  3.670  4.474  0.00
N  -1.115  -1.637  -1.256  0.01
N  -2.563  0.467  0.084  0.00
N  0.502  -4.992  1.060  0.00
N  2.261  1.873  -1.398  0.00
N  1.911  -0.455  -1.239  0.01
N  -2.098  3.723  2.243  0.00
C  -2.436  2.935  -4.924  0.00
C  2.603  1.894  3.569  0.00
C  -2.031  -3.111  -2.702  0.01
C  2.086  2.747  4.539  0.00
C  -1.818  2.399  -3.789  0.00
C  0.498  2.054  2.395  0.00
C  -3.401  0.386  -0.928  0.01
C  -1.378  3.437  3.368  0.00
C  -5.767  0.931  -1.477  0.00
C  -2.020  4.505  -2.592  0.00
C  -2.819  4.250  -4.850  0.00
C  3.544  0.348  1.411  0.00
C  -1.248  -1.956  -2.551  0.04
C  -2.614  5.014  -3.714  0.00
C  2.368  0.592  -1.861  0.00
C  0.003  2.908  3.368  0.00
C  -4.462  4.581  1.956  0.00
C  -5.554  4.957  2.713  0.00
C  3.141  -3.948  -1.405  0.00
C  2.277  -2.930  -1.163  0.00
C  -1.779  -2.442  0.877  0.06
C  -1.074  -1.351  2.844  0.00
C  -3.331  4.167  2.658  0.00
C  -3.511  6.328  -5.279  0.00
C  -0.981  2.537  -1.444  0.01
C  -4.393  4.511  4.803  0.00
C  -4.566  1.226  0.729  0.00
C  -5.520  4.920  4.120  0.00
C  2.081  -3.281  3.668  0.00
C  1.197  -2.391  3.082  0.00
C  1.645  -4.142  4.669  0.00
C  1.371  -4.415  0.174  0.00
C  -2.399  -3.510  -1.414  0.03
C  -3.291  0.982  1.134  0.01
C  0.319  -4.109  5.072  0.00
C  -1.817  -2.586  -0.542  0.01
C  3.113  -1.430  -2.959  0.00
C  -3.278  4.127  4.055  0.00
C  1.800  1.548  2.496  0.00
C  2.417  -1.613  -1.813  0.00
C  -0.134  -2.340  3.492  0.00
C  -0.565  -3.208  4.486  0.00
C  0.813  3.254  4.457  0.00
C  -1.616  3.162  -2.647  0.00
H  -6.662  0.607  -0.949  0.00
H  -4.536  6.690  -5.344  0.00
H  -0.749  -0.338  3.092  0.00
H  -0.767  -1.364  -3.318  0.00
H  -2.083  -1.470  3.252  0.00
H  3.611  1.522  3.661  0.00
H  1.557  1.985  -0.679  0.00
H  2.335  -4.839  5.128  0.00
H  -2.281  -3.598  -3.631  0.00
H  2.243  2.604  -2.093  0.00
H  -2.824  6.968  -5.837  0.00
H  0.410  3.907  5.217  0.00
H  1.516  -1.749  2.272  0.00
H  3.632  -0.271  0.523  0.00
H  0.856  -5.740  1.630  0.00
H  -1.791  3.677  1.280  0.00
H  -1.600  -3.179  4.810  0.00
H  -1.867  5.091  -1.697  0.00
H  -5.605  0.276  -2.329  0.00
H  3.112  -3.315  3.334  0.00
H  -0.085  -4.334  1.550  0.00
H  -2.604  2.349  -5.817  0.00
H  -4.363  4.482  5.884  0.00
H  -2.850  1.150  2.100  0.00
H  4.021  -3.954  -2.023  0.00
H  -2.994  -4.367  -1.139  0.00
H  -5.415  1.635  1.247  0.00
H  -1.482  1.370  -3.784  0.00
H  4.191  1.223  1.323  0.00
H  -6.456  5.290  2.216  0.00
H  -0.530  2.330  0.688  0.00
H  3.526  -2.177  -3.615  0.00
H  -4.481  4.609  0.874  0.00
H  -2.346  -3.116  1.521  0.00
H  3.826  -0.230  2.294  0.00
H  -3.159  -0.008  -1.903  0.00
H  -6.398  5.225  4.674  0.00
H  -5.903  1.952  -1.830  0.00
H  -0.029  -4.780  5.847  0.00

Values from the calculation:
- E_HOMO (alpha / beta) (eV) = -6.4380 / -7.3249
- energy above the lowest of the compared OMol25 structures with the same formula, charge and spin (kJ/mol) = 89.61
- total charge = 0
- Kohn-Sham gap (alpha / beta) (Ha) = 0.2516 / 0.2840
- multiplicity = 4
- expectation value of S² = 3.763